1.
The following is a quantum chemistry calculation of a single C23H32N2O6 molecule, from OMol25.

```
! RIJCOSX wB97M-V def2-TZVPD def2/J DEFGRID3
* xyz 0 1
C -0.433 -0.226 3.481
C -0.046 1.027 2.710
O -1.070 1.417 1.790
C -1.130 0.765 0.638
O -0.413 -0.162 0.344
C -2.254 1.284 -0.259
C -3.553 0.604 0.211
C -3.580 -0.916 0.024
C -4.574 -1.582 0.984
C -4.627 -3.084 0.711
C -4.947 -3.317 -0.763
C -3.942 -2.549 -1.620
O -3.944 -1.173 -1.322
C -2.387 2.808 -0.125
C -1.035 3.488 -0.405
N -0.187 2.603 -1.177
C 1.006 2.213 -0.635
O 1.515 2.825 0.283
N 1.581 1.110 -1.239
C 2.819 0.562 -0.931
C 3.048 -0.773 -1.273
C 4.271 -1.355 -1.033
C 5.300 -0.619 -0.444
C 6.593 -1.284 -0.206
O 6.840 -2.433 -0.494
O 7.497 -0.474 0.377
C 8.764 -1.053 0.635
C 5.071 0.714 -0.105
C 3.848 1.302 -0.347
C -0.902 1.964 -2.258
C -1.914 0.937 -1.715
H -0.531 -1.067 2.800
H 0.338 -0.454 4.211
H -1.378 -0.074 3.998
H 0.069 1.884 3.375
H 0.884 0.867 2.155
H -3.700 0.836 1.267
H -4.391 1.018 -0.354
H -2.579 -1.341 0.211
H -4.270 -1.392 2.014
H -5.561 -1.144 0.824
H -5.379 -3.557 1.345
H -3.657 -3.528 0.947
H -4.903 -4.379 -1.008
H -5.952 -2.950 -0.981
H -4.192 -2.621 -2.681
H -2.932 -2.962 -1.463
H -2.730 3.069 0.875
H -3.140 3.143 -0.840
H -1.182 4.424 -0.955
H -0.504 3.712 0.522
H 0.939 0.447 -1.651
H 2.252 -1.350 -1.723
H 4.456 -2.387 -1.291
H 8.661 -1.916 1.296
H 9.364 -0.279 1.107
H 9.229 -1.382 -0.298
H 5.864 1.287 0.349
H 3.673 2.329 -0.075
H -1.433 2.763 -2.787
H -0.206 1.516 -2.968
H -1.501 -0.071 -1.745
H -2.822 0.937 -2.316
*
```

Highest occupied orbital energy: -8.30 eV
Electronic energy: -39637.5753 eV
Structure (SMILES): CCOC(=O)C1(C[C@H]2CCCCO2)CCN(C(=O)Nc2ccc(C(=O)OC)cc2)CC1


2.
The following is a quantum chemistry calculation of a molecular structure, C52H64F3O9PSSeW, from OMol25.

```
! RIJCOSX wB97M-V def2-TZVPD def2/J DEFGRID3
* xyz 2 1
W 1.159 -0.295 1.089
C -3.530 -1.587 -4.867
C -2.066 -1.272 -5.205
C -1.966 0.146 -5.786
C -1.589 -2.267 -6.263
C -1.227 -1.334 -3.931
C -1.540 -0.499 -2.859
C -0.719 -0.512 -1.753
Se -1.141 0.394 -0.140
C -0.630 2.195 -0.351
C -1.570 3.123 -0.746
C -1.238 4.473 -0.686
C 0.003 4.793 -0.149
C 0.964 3.878 0.299
C 0.627 2.527 0.138
O 1.443 1.452 0.457
C 2.246 4.390 0.961
C 2.263 5.913 1.121
C 2.361 3.781 2.363
C 3.443 4.009 0.089
C -2.240 5.523 -1.155
C -1.709 6.945 -0.980
C -3.534 5.377 -0.339
C -2.539 5.288 -2.643
C 0.370 -1.367 -1.651
O 1.117 -1.223 -0.500
C 0.672 -2.288 -2.650
C -0.152 -2.205 -3.781
C 1.777 -3.347 -2.543
C 1.433 -4.331 -1.416
C 1.926 -4.151 -3.838
C 3.126 -2.688 -2.238
H -4.136 -1.540 -5.773
H -3.951 -0.876 -4.153
H -3.625 -2.592 -4.451
H -2.574 0.222 -6.688
H -0.935 0.388 -6.051
H -2.322 0.900 -5.081
H -2.217 -2.179 -7.149
H -1.659 -3.300 -5.914
H -0.560 -2.071 -6.573
H -2.402 0.156 -2.895
H -2.550 2.803 -1.077
H 0.243 5.838 -0.049
H 1.435 6.271 1.734
H 2.248 6.434 0.163
H 3.187 6.194 1.628
H 1.548 4.134 3.000
H 3.300 4.093 2.825
H 2.330 2.693 2.352
H 3.388 4.501 -0.884
H 3.468 2.938 -0.074
H 4.376 4.313 0.570
H -1.507 7.179 0.067
H -2.457 7.653 -1.334
H -0.799 7.114 -1.559
H -3.341 5.496 0.728
H -4.010 4.408 -0.496
H -4.248 6.144 -0.642
H -1.635 5.389 -3.246
H -3.265 6.022 -2.995
H -2.959 4.296 -2.820
H 0.060 -2.881 -4.593
H 0.534 -4.901 -1.661
H 1.298 -3.823 -0.461
H 2.251 -5.043 -1.294
H 1.021 -4.706 -4.091
H 2.724 -4.881 -3.702
H 2.200 -3.519 -4.684
H 3.132 -2.227 -1.251
H 3.368 -1.941 -2.997
H 3.910 -3.446 -2.256
C 3.207 0.565 3.984
O 3.080 0.655 2.547
C 4.337 0.944 1.923
C 4.559 -0.110 0.875
O 3.367 -0.167 0.077
C 3.527 0.384 -1.239
H 3.820 -0.296 4.252
H 2.216 0.482 4.404
H 3.663 1.487 4.346
H 5.136 0.923 2.664
H 4.288 1.942 1.490
H 4.702 -1.092 1.319
H 5.414 0.120 0.240
H 4.203 -0.251 -1.806
H 3.927 1.393 -1.193
H 2.554 0.400 -1.721
O 3.529 -2.751 3.427
S 2.425 -2.581 2.552
O 2.671 -2.367 1.126
O 1.559 -1.359 2.882
C 1.298 -3.906 2.694
C 1.756 -5.128 3.153
C 0.877 -6.200 3.199
C -0.438 -6.029 2.799
C -0.887 -4.793 2.349
C -0.018 -3.708 2.274
P -0.744 -2.065 1.892
C -1.575 -1.667 3.462
C -2.884 -2.126 3.640
C -3.519 -1.980 4.863
C -2.857 -1.392 5.929
C -1.545 -0.970 5.773
C -0.901 -1.114 4.555
C -2.033 -2.431 0.674
C -1.779 -3.364 -0.333
C -2.728 -3.618 -1.310
C -3.940 -2.942 -1.292
C -4.197 -1.999 -0.305
C -3.248 -1.736 0.669
H 2.784 -5.229 3.476
H 1.216 -7.162 3.558
H -1.131 -6.858 2.847
H -1.926 -4.682 2.070
H -3.422 -2.609 2.837
H -4.535 -2.333 4.979
H -3.357 -1.275 6.881
H -1.012 -0.528 6.604
H 0.127 -0.811 4.478
H -0.844 -3.906 -0.348
H -2.522 -4.351 -2.079
H -4.689 -3.152 -2.044
H -5.141 -1.471 -0.289
H -3.457 -0.990 1.424
F -1.571 3.417 2.689
C -1.626 2.191 3.209
F -2.189 2.255 4.403
F -2.414 1.441 2.411
C -0.185 1.621 3.318
O 0.569 2.074 4.119
O 0.092 0.717 2.397
*
```

Highest occupied orbital energy: -13.55 eV
Electronic energy: -168827.2511 eV


3.
The following is a quantum chemistry calculation of a molecular structure, C6H12N3O2 at a distorted geometry, from OMol25.

```
! RIJCOSX wB97M-V def2-TZVPD def2/J DEFGRID3
* xyz -1 1
C 1.151 -1.662 -0.195
C -2.115 0.109 0.580
C -2.065 -0.296 -0.897
C -0.795 -0.492 1.130
C -0.624 -0.054 -1.288
C 0.114 -0.469 -0.046
N 1.838 1.272 1.400
N 1.940 1.475 -0.920
N 1.046 1.248 0.202
O 0.873 -2.452 -1.058
O 2.079 -1.495 0.609
H -1.963 1.150 0.696
H -3.107 -0.159 1.003
H -2.362 -1.342 -1.088
H -2.703 0.275 -1.593
H -0.527 0.150 1.976
H -0.858 -1.435 1.589
H -0.243 -0.573 -2.191
H -0.475 1.015 -1.316
H 2.612 0.717 1.149
H 1.288 0.899 2.204
H 2.892 1.531 -0.546
H 2.005 0.588 -1.401
*
```

Highest occupied orbital energy: -3.37 eV
Electronic energy: -14980.0654 eV


4.
The following is a quantum chemistry calculation of a molecular structure, C42H35N6OPPtS, from OMol25.

```
! RIJCOSX wB97M-V def2-TZVPD def2/J DEFGRID3
* xyz 0 1
Pt -0.852 0.815 0.366
C -3.607 -0.578 3.636
C -2.368 -0.357 2.819
N -2.348 0.285 1.709
N -3.600 0.720 1.263
C -3.554 1.111 0.020
O -2.495 1.164 -0.712
C -4.828 1.532 -0.620
C -6.059 1.231 -0.047
C -7.231 1.633 -0.668
C -7.179 2.339 -1.863
C -5.952 2.639 -2.437
C -4.778 2.235 -1.819
C -1.125 -0.985 3.346
C -0.768 -0.811 4.682
C 0.374 -1.431 5.155
C 1.115 -2.215 4.285
C 0.667 -2.346 2.979
N -0.428 -1.755 2.510
H -4.497 -0.329 3.072
H -3.580 0.051 4.530
H -3.640 -1.616 3.971
H -6.086 0.681 0.884
H -8.187 1.393 -0.221
H -8.095 2.652 -2.347
H -5.909 3.187 -3.370
H -3.813 2.448 -2.256
H -1.372 -0.190 5.331
H 0.684 -1.306 6.185
H 2.010 -2.728 4.610
H 1.211 -2.964 2.272
S 4.841 0.545 3.651
C 3.283 0.565 2.783
C 3.143 -0.051 1.550
C 1.921 0.003 0.903
N 0.865 0.633 1.431
C 1.001 1.238 2.615
C 2.188 1.227 3.321
C 4.614 -0.976 4.559
C 4.202 -0.952 5.883
C 4.059 -2.160 6.553
N 4.295 -3.344 5.997
C 4.698 -3.353 4.728
C 4.875 -2.205 3.970
H 3.972 -0.565 1.084
H 1.766 -0.453 -0.062
H 0.124 1.749 2.987
H 2.255 1.734 4.273
H 4.001 -0.015 6.383
H 3.740 -2.172 7.590
H 4.893 -4.327 4.293
H 5.215 -2.268 2.945
N 0.355 1.401 -1.091
P 0.506 0.735 -2.470
C 0.921 -1.057 -2.419
C 0.064 -1.876 -1.677
C 0.376 -3.207 -1.451
C 1.558 -3.739 -1.955
C 2.419 -2.934 -2.685
C 2.102 -1.600 -2.916
C -0.871 0.813 -3.669
C -1.357 2.086 -3.969
C -2.385 2.248 -4.881
C -2.956 1.137 -5.491
C -2.486 -0.131 -5.192
C -1.439 -0.293 -4.290
C 1.870 1.514 -3.373
C 2.057 1.299 -4.737
C 3.128 1.886 -5.394
C 4.010 2.697 -4.692
C 3.819 2.924 -3.337
C 2.751 2.332 -2.676
H -0.840 -1.455 -1.248
H -0.299 -3.826 -0.874
H 1.805 -4.778 -1.776
H 3.343 -3.343 -3.076
H 2.788 -0.980 -3.480
H -0.924 2.948 -3.474
H -2.747 3.241 -5.118
H -3.768 1.264 -6.196
H -2.930 -1.000 -5.661
H -1.072 -1.288 -4.074
H 1.358 0.679 -5.286
H 3.270 1.718 -6.454
H 4.843 3.160 -5.207
H 4.502 3.566 -2.794
H 2.567 2.500 -1.622
*
```

Highest occupied orbital energy: -7.13 eV
Electronic energy: -78481.3116 eV


5.
The following is a quantum chemistry calculation of 4 unconnected molecules or ions with the total composition C4H13N2O3 at a distorted geometry, from OMol25.

```
! RIJCOSX wB97M-V def2-TZVPD def2/J DEFGRID3
* xyz 1 1
C 1.760 -0.908 -0.225
C 0.466 -0.540 0.354
C -0.559 -1.490 0.509
N -1.680 -0.679 0.890
C -1.318 0.576 1.164
N 0.023 0.726 0.817
H 2.689 -0.208 0.006
H 1.511 -0.962 -1.197
H 2.212 -1.786 0.321
H -0.596 -2.531 0.427
H -2.636 -1.042 1.008
H -1.880 1.382 1.642
H 0.595 1.574 1.249
H 1.396 3.750 0.698
H 1.788 3.491 2.120
O 1.089 3.225 1.543
H 2.604 1.293 -3.902
H 3.163 0.265 -3.064
O 2.512 0.889 -2.940
H -3.279 -1.823 -1.690
H -2.855 -3.270 -1.292
O -3.002 -2.401 -0.989
*
```

Highest occupied orbital energy: -13.06 eV
Electronic energy: -13474.6066 eV


6.
The following is a quantum chemistry calculation of a single C6H10O molecule, from OMol25.

```
! RIJCOSX wB97M-V def2-TZVPD def2/J DEFGRID3
* xyz 0 1
C 2.179 0.398 0.493
O 1.125 -0.364 1.042
C 0.406 -1.033 0.055
C -0.299 -0.275 -1.013
C -0.889 1.014 -0.427
C -1.778 0.165 0.515
C -1.082 -1.102 0.033
H 3.085 -0.200 0.313
H 2.409 1.201 1.197
H 1.871 0.840 -0.464
H 0.867 -1.961 -0.295
H -0.117 -0.447 -2.070
H -1.457 1.603 -1.150
H -0.171 1.667 0.081
H -2.814 0.176 0.165
H -1.757 0.384 1.586
H -1.579 -2.064 -0.061
*
```

Highest occupied orbital energy: -9.45 eV
Electronic energy: -8429.3515 eV
Structure (SMILES): CO[C@@H]1[C@@H]2CC[C@@H]21


Number 1: M 432.5 g/mol. Number 2: M 1215.9 g/mol. Number 3: M 158.2 g/mol. Number 4: M 897.9 g/mol. Number 5: M 137.2 g/mol. Number 6: M 98.1 g/mol.